(1)
Density functional theory data (ωB97M-V/def2-TZVPD) for a 2-piece molecular cluster, C3H11NOS overall in a non-equilibrium geometry.

```
17
Properties=species:S:1:pos:R:3:forces:R:3
C 1.370707 0.251768 -1.440859 0.4 0.1 0.6
C 0.344164 0.249918 -0.292096 0.0 -0.1 -1.2
C -1.034623 0.368443 -0.954340 0.1 -0.2 0.0
S -2.392801 0.269710 0.244536 0.0 0.3 0.2
N 0.535806 -0.969790 0.476025 -0.4 0.0 0.6
H 1.214978 -0.562725 -2.145704 -0.3 0.0 -0.1
H 1.389967 1.198707 -1.978190 -0.1 0.0 -0.1
H 2.361821 0.077152 -1.023561 0.1 0.1 0.0
H 0.502640 1.130354 0.332946 0.1 -0.1 0.2
H -1.199447 -0.477399 -1.622290 0.3 0.0 -0.1
H -1.042382 1.283505 -1.546954 -0.3 0.1 0.1
H -3.330173 0.045043 -0.673257 -0.2 0.0 0.0
H 0.260748 -1.744734 -0.107489 0.1 -0.4 -0.3
H -0.138694 -1.012694 1.237770 0.1 0.1 0.0
H 2.422199 -0.868886 1.448218 -0.2 1.1 -0.6
H 3.058508 0.633298 1.193971 -0.6 -0.8 0.0
O 3.119989 -0.220237 1.645692 0.9 -0.1 0.7
```
Forces are in eV/Å.

The calculation puts the energy above the lowest of the compared OMol25 structures with the same formula, charge and spin at 21.0 kJ/mol. Its SMILES is C[C@H](N)CS.O.

Atomic partial charges in e from the natural (NBO) method, atoms 1 to 5:
1 C -0.62
2 C -0.07
3 C -0.52
4 S -0.06
5 N -0.84

***

(2)
Density functional theory data (ωB97M-V/def2-TZVPD) for C33H27F10HfN9O5S as an isolated structure.

```
86
Properties=species:S:1:pos:R:3:forces:R:3
Hf 0.432436 0.558136 0.172559 0.0 0.0 0.3
C 0.531952 3.592983 1.764656 0.0 0.0 0.0
N 0.972142 2.188557 1.921685 0.0 0.0 -0.1
C 2.439770 2.138568 1.756711 0.0 0.0 0.0
C 2.787130 2.618154 0.355190 0.0 0.0 0.1
N 1.724188 2.142025 -0.526792 0.0 -0.3 0.1
C 1.857602 2.352128 -1.878344 0.0 0.1 -0.2
C 0.774595 1.977039 -2.671397 0.1 0.0 0.1
F -0.305474 1.476160 -1.978252 -0.1 0.1 0.1
C 0.720273 2.033060 -4.039994 -0.1 0.0 0.0
F -0.359317 1.609871 -4.697761 0.0 0.0 0.0
C 1.816268 2.535984 -4.716179 0.0 0.0 0.0
F 1.814885 2.607262 -6.048587 0.0 0.0 0.0
C 2.907803 2.962688 -3.983801 0.0 0.0 0.0
F 3.968217 3.451433 -4.624800 0.0 0.0 0.0
C 2.933460 2.882532 -2.600533 0.0 0.0 0.0
F 4.049569 3.310559 -1.992139 0.0 0.0 0.0
C 0.572372 1.686626 3.246167 0.0 -0.1 0.0
C -0.916729 1.865234 3.480131 0.0 0.0 0.0
N -1.685740 1.705464 2.242069 0.0 0.0 0.1
C -3.072827 1.760429 2.394528 -0.1 -0.1 -0.1
C -3.950031 2.127570 3.330244 0.2 0.0 -0.1
F -3.634291 2.832721 4.434896 0.0 0.0 0.0
C -5.317983 1.573693 3.301418 -0.1 -0.1 0.0
F -6.103661 1.979822 4.304626 0.0 0.0 0.0
C -5.775201 0.667009 2.423906 0.0 0.0 0.0
F -7.025294 0.185646 2.528877 0.0 0.0 0.0
C -4.988943 0.338499 1.211068 0.0 0.0 -0.1
F -5.700616 0.654066 -1.146936 0.0 0.0 0.0
C -3.576819 0.882601 1.337293 0.1 0.1 0.1
F -3.033577 1.034474 -1.099291 0.0 0.0 0.0
H 0.999969 4.211822 2.538511 0.0 0.0 0.0
H -0.547037 3.658118 1.847344 0.0 0.0 0.0
H 0.817568 3.964133 0.786811 0.0 0.0 0.0
H 2.763862 1.103182 1.890602 0.0 0.0 0.0
H 2.931138 2.747942 2.522980 0.0 0.0 0.0
H 3.753171 2.203802 0.077336 0.0 0.0 0.0
H 2.868133 3.709188 0.329231 0.0 0.0 0.0
H 1.117975 2.221328 4.033512 0.0 0.0 0.0
H 0.845190 0.635313 3.302342 0.0 0.0 0.0
H -1.125676 2.878403 3.827450 0.0 0.0 0.0
H -1.237319 1.169848 4.256523 0.0 0.0 0.0
N 4.871920 -6.425406 -1.273596 0.0 0.0 0.0
C 4.426410 -5.119568 -1.381902 0.0 0.1 0.0
C 4.275969 -4.327506 -0.237613 0.0 0.0 0.0
C 3.887288 -3.008656 -0.348984 0.0 0.0 0.1
C 3.635859 -2.469900 -1.602377 0.0 0.1 -0.1
C 3.771468 -3.241546 -2.748410 0.0 0.0 0.0
C 4.170307 -4.558256 -2.638269 0.0 0.0 0.0
S 3.159756 -0.788441 -1.735721 0.1 0.1 -0.2
O 3.295746 -0.371542 -3.105787 0.0 -0.1 0.1
O 3.840050 -0.035759 -0.713408 -0.1 -0.1 0.0
N 1.578721 -0.715980 -1.303597 0.2 0.2 0.3
C 0.591207 -1.401619 -1.894604 -0.1 0.0 0.0
N 0.739301 -2.259598 -2.902751 0.0 0.0 0.0
C -0.383100 -2.730551 -3.425166 0.1 0.0 0.0
C -1.643772 -2.338478 -2.998135 -0.1 0.0 0.0
C -1.698794 -1.472638 -1.925224 0.0 0.0 0.0
N -0.591703 -1.042939 -1.317303 -0.1 -0.2 -0.2
H 4.737839 -6.867976 -0.379962 0.0 0.0 0.0
H 4.672518 -7.029783 -2.052951 0.0 0.0 0.0
H 4.472828 -4.752788 0.739267 0.0 0.0 0.0
H 3.772129 -2.394638 0.534182 0.0 0.0 0.0
H 3.559074 -2.799495 -3.711753 0.0 0.0 0.0
H 4.288942 -5.164170 -3.529063 0.0 0.0 0.0
H -0.269313 -3.437208 -4.240914 0.0 0.0 0.0
H -2.542031 -2.690136 -3.481884 0.0 0.0 0.0
H -2.639820 -1.103888 -1.552092 0.0 0.0 0.0
O -1.316796 -1.001743 3.556598 -0.1 0.0 0.0
C -2.584338 -0.925572 2.954087 0.0 0.0 0.0
C -2.585871 -0.259312 1.511830 -0.1 0.0 0.0
C -3.321144 -1.305122 0.688410 0.0 0.0 0.0
C -4.639281 -1.065457 0.712287 0.0 0.0 0.0
C -5.219947 1.263916 -0.018199 0.0 0.0 0.0
C -3.706126 1.590814 -0.036993 0.1 0.0 0.0
N -1.355551 0.557777 1.355722 0.1 0.0 -0.3
H -0.714153 -1.388149 2.904945 -0.1 0.0 0.0
H -3.231104 -0.360937 3.628681 0.0 0.0 0.0
H -3.014492 -1.925739 2.864159 0.0 0.0 0.0
H -2.890410 -2.250148 0.382089 0.0 0.0 0.0
H -5.392275 -1.750304 0.346555 0.0 0.0 0.0
H -5.839137 2.135174 0.196812 0.0 0.0 0.0
H -3.459621 2.652881 -0.008798 0.0 0.0 0.0
O 1.223596 -2.932154 1.557794 0.0 0.2 0.1
N 0.627031 -1.904409 1.541851 0.1 -0.4 0.1
O 1.397687 -0.817121 1.476327 -0.1 0.3 -0.3
```
Forces are in eV/Å.

The calculation puts the energy above the lowest of the compared OMol25 structures with the same formula, charge and spin at 509.2 kJ/mol.

Atomic partial charges in e from the Löwdin method, atoms 1 to 5:
1 Hf 1.80
2 C -0.05
3 N -0.29
4 C -0.18
5 C -0.22

***

(3)
Density functional theory data (ωB97M-V/def2-TZVPD) for a 7-piece molecular cluster, C12H37F6NO10P overall in a non-equilibrium geometry.

```
67
Properties=species:S:1:pos:R:3:forces:R:3
P -2.417181 -0.923143 -0.288170 -1.7 -1.1 1.6
F -1.309841 0.215157 -0.535070 0.8 0.0 0.1
F -2.989131 0.010607 0.924420 0.4 -1.4 0.1
F -3.428711 -0.196593 -1.252380 -0.7 0.8 -0.6
F -3.596101 -2.134783 -0.112440 1.2 1.1 0.5
F -1.830061 -1.715483 -1.522740 0.8 -1.0 -0.7
F -1.424231 -1.825333 0.709960 -0.7 1.5 -0.6
C 1.447059 -0.494723 -0.239110 -0.4 -1.8 -0.5
O 2.859489 -0.210363 -0.330290 0.0 0.2 0.3
C 3.693739 -0.796203 0.644150 0.7 0.7 -0.7
C 5.187539 -0.402533 0.245820 -1.8 -2.5 0.4
N 5.440099 -0.723573 -1.202270 1.6 3.5 2.0
C 6.797349 -0.447043 -1.658570 0.6 -1.0 0.1
C 7.240649 1.043487 -1.551270 -1.5 1.5 -1.4
O 6.345599 1.862257 -2.367830 1.0 -0.6 0.0
C 7.023489 2.994437 -2.977530 0.7 -0.4 0.6
H 0.761239 -0.013743 0.458320 1.0 0.7 0.5
H 1.365599 -1.564783 -0.048220 -0.1 -0.2 0.2
H 0.954979 -0.391493 -1.206220 0.6 0.4 -0.2
H 3.708629 -1.883683 0.716830 -0.4 -0.4 -0.9
H 3.393849 -0.573513 1.668150 0.4 0.9 0.1
H 5.797709 -1.076553 0.847060 0.4 0.1 -0.1
H 5.502009 0.607587 0.508240 -0.2 0.4 -0.6
H 4.800929 -0.229833 -1.808730 -1.2 -0.5 -0.5
H 6.911249 -0.820163 -2.676360 -0.2 0.4 -0.2
H 7.536279 -0.994903 -1.073810 -0.2 -0.2 0.4
H 8.271619 1.114907 -1.897820 0.0 -0.3 -0.3
H 7.228789 1.463937 -0.545700 -0.2 -0.5 0.3
H 7.794029 2.697857 -3.689150 0.0 -0.5 -0.1
H 7.562899 3.514357 -2.185810 -0.2 0.4 0.0
H 6.376289 3.676377 -3.529070 -0.5 -0.4 0.5
C 0.288029 3.414957 2.006040 -1.5 -1.8 0.0
C -1.128281 2.882817 1.409740 2.1 2.5 -0.5
O -0.984331 2.883107 -0.037800 -0.4 -1.0 1.6
O 0.064269 4.103067 3.212850 0.2 0.3 0.3
H 0.965249 3.958407 1.347150 -0.9 0.6 -0.3
H 0.886229 2.530377 2.224600 0.1 -0.4 0.0
H -1.909491 3.597657 1.668220 0.2 0.3 0.1
H -1.442911 1.968207 1.912340 0.4 -0.5 -0.6
H -1.207071 1.971437 -0.239900 0.0 0.0 -0.7
H -0.000541 3.425077 3.889410 -0.1 0.2 0.2
C -7.720791 0.604157 -1.508250 2.5 0.2 0.4
C -6.646371 -0.483923 -1.896460 -1.1 1.1 -0.3
O -6.295241 -1.233013 -0.754990 -0.1 0.3 0.0
O -7.073101 1.662827 -0.644840 -1.7 -1.2 -1.2
H -8.573831 0.054587 -1.110260 0.1 0.3 0.9
H -8.117391 1.156747 -2.359980 0.4 0.0 -0.2
H -5.784991 -0.020403 -2.377370 0.1 0.2 0.3
H -7.068091 -1.136673 -2.660770 -0.3 -0.2 -0.1
H -5.343701 -1.357753 -0.779710 0.2 -0.2 0.2
H -6.378431 1.292637 -0.095300 -0.1 -0.6 0.0
C -2.241561 -1.254043 4.002740 -0.5 1.0 -2.1
C -2.386971 -2.713243 3.575710 1.4 1.2 1.3
O -1.512401 -3.369743 4.536270 -1.1 -1.3 -0.3
O -0.948161 -0.786363 3.537840 0.2 -0.1 1.2
H -2.377781 -1.093593 5.072220 0.6 -0.3 0.0
H -2.937841 -0.565423 3.524090 -0.6 -0.3 -0.1
H -1.981971 -2.855513 2.573800 -0.2 0.0 0.0
H -3.430621 -3.027713 3.577180 0.2 -0.5 0.6
H -0.756751 -2.799423 4.695440 0.0 0.2 -0.3
H -0.937001 -0.941483 2.590520 -0.1 -0.1 -0.2
O -2.439471 -0.337223 -3.794440 0.1 0.0 -0.8
H -2.241221 0.535127 -3.453950 -0.1 0.2 0.1
H -2.337601 -0.918013 -3.040420 0.0 0.0 0.1
O -2.189161 -4.671823 -1.523480 0.2 -0.5 -0.1
H -2.762711 -4.238433 -0.891460 -0.2 0.3 0.2
H -2.053821 -4.019893 -2.211160 0.0 0.2 -0.1
```
Forces are in eV/Å.

The total energy is -2227.05321 hartree. As for the spin multiplicity: 2. Its expectation value of S² is 0.7547.

Atomic partial charges in e from the natural (NBO) method, atoms 1 to 5:
1 P 2.61
2 F -0.60
3 F -0.58
4 F -0.59
5 F -0.60